DFT (ωB97M-V with the def2-TZVPD basis set) results for a 10-piece molecular cluster, C52H132N8O18 overall at a distorted geometry.

```
210
Properties=species:S:1:pos:R:3:forces:R:3:mulliken_charge:R:1
C 8.673329 13.051254 19.310206 0.0 -0.1 0.4 -0.367
O 12.576665 14.929030 21.676838 0.7 0.7 -0.1 0.028
H 13.104940 19.485601 15.191924 -0.1 -0.3 0.4 0.386
H 18.927499 10.223905 16.743419 0.1 -0.2 0.0 0.483
O 13.114913 15.647288 13.441486 -1.7 0.8 0.5 0.461
H 19.571890 7.548109 22.208560 0.0 0.4 0.3 0.429
H 15.668108 14.461813 22.461823 -0.1 0.2 -0.2 0.390
H 17.706694 17.227579 16.615984 -0.1 0.3 0.0 0.424
O 18.653154 12.123930 17.442564 -0.2 0.7 0.0 -0.375
H 17.450630 18.470830 19.575770 0.1 -0.3 0.1 0.657
H 21.664624 10.037558 22.066391 0.1 0.0 -0.1 0.342
C 10.794475 13.545025 14.882820 -0.9 1.6 0.0 0.469
H 13.199663 16.989446 11.935179 -0.2 0.3 0.1 0.519
H 14.351141 10.550668 26.772536 0.1 0.0 0.2 0.210
C 17.875156 8.728809 21.844029 -1.0 0.3 -1.5 -0.868
H 12.637805 9.826918 16.158719 -0.1 -0.2 -0.3 -0.041
H 13.281184 12.428261 12.719137 0.0 0.1 -0.1 -0.560
H 7.909220 14.790236 15.948798 0.0 -0.2 0.1 0.305
H 12.153103 13.966971 17.987084 0.2 0.0 0.1 -0.193
H 10.895211 18.398309 16.830243 -0.1 -0.1 0.1 0.448
H 11.754473 18.855523 19.858868 0.1 -0.1 -0.4 0.093
H 21.177161 10.684346 15.764950 -0.4 -0.3 -0.1 0.555
C 15.342327 18.236208 19.286516 0.1 -0.8 -0.3 0.004
O 14.605418 11.571053 15.662283 -0.6 -0.1 1.0 1.362
H 17.657530 16.965790 22.827340 0.0 0.2 -0.2 0.251
H 11.009260 13.153699 12.098618 0.0 -0.3 -0.1 0.361
H 18.349837 16.204428 21.353444 -0.2 0.1 0.2 0.247
H 12.032230 13.868491 10.262166 -0.1 -0.2 0.2 0.356
H 13.193966 22.427183 16.340881 0.0 0.3 0.2 0.266
H 18.828446 11.433957 21.085213 -0.3 -0.1 0.3 0.261
C 12.696677 11.859122 11.981351 1.0 -1.0 0.3 0.871
C 15.683291 13.899111 21.526382 -0.1 0.7 -0.2 0.205
H 16.889787 13.036506 17.031983 -0.1 0.0 -0.1 -0.909
H 13.628983 16.600066 21.343446 0.0 0.2 0.0 0.359
O 12.661931 9.678740 22.095962 0.3 0.4 -0.3 -0.513
C 22.938759 14.360456 15.735204 0.6 0.4 0.2 -0.880
H 18.447389 17.964580 21.512901 0.5 0.0 0.6 0.367
C 14.445391 15.304968 13.525378 0.8 -0.4 -0.3 -0.001
C 13.443650 9.930995 23.258171 0.2 -1.3 -0.5 -0.833
H 13.253497 9.280822 18.872257 -0.1 -0.3 0.1 0.180
H 13.417987 13.476128 23.874182 -0.4 0.4 -0.5 -0.128
H 15.834946 13.308473 10.478368 0.2 -0.1 -0.1 0.158
H 9.923203 9.252492 18.826385 0.3 0.4 0.0 0.419
O 12.519958 19.093333 17.855749 -0.7 0.3 0.9 -0.191
H 17.337874 8.198624 22.645787 0.2 0.1 -0.3 0.381
H 15.008352 19.010498 20.012570 0.1 -0.3 -0.3 0.370
H 16.092272 16.629667 16.266788 -0.2 -0.1 -0.2 -0.387
H 16.408436 21.204655 16.042430 -0.2 0.0 -0.4 0.501
N 17.247731 10.042088 21.679611 0.2 0.1 0.8 0.138
H 16.949728 16.797241 19.104883 0.1 0.3 0.2 0.019
H 17.351328 15.578324 17.030075 -0.4 0.0 0.0 0.033
H 14.849757 22.723610 16.945325 0.0 -0.2 -0.2 0.349
H 20.452715 15.005603 13.615652 0.2 -0.3 0.1 0.593
O 9.181257 11.731461 19.364739 -0.1 1.0 0.4 -0.400
C 22.210321 13.141199 15.301323 -0.5 -1.0 -0.6 -0.376
C 16.998530 12.253621 12.492688 0.4 -0.2 1.3 -0.107
H 12.477958 20.382680 19.341428 -0.2 0.3 0.4 0.313
H 12.632863 11.676556 18.629315 0.6 0.2 -0.9 -0.705
H 14.370735 9.106695 21.043829 -0.3 0.0 -0.3 0.522
C 16.030460 19.858859 17.569525 0.0 0.1 -0.7 -0.552
H 16.801453 12.346368 9.309911 -0.2 0.2 -0.4 0.365
H 12.192206 16.723794 15.544849 0.0 0.0 0.5 0.079
O 14.379114 20.881928 16.012270 -0.4 0.7 0.8 -0.247
H 14.299415 18.817700 17.738874 0.2 0.2 -0.3 -0.930
C 17.850353 11.016965 20.790397 -0.4 0.1 -0.8 -1.201
H 17.575717 11.521875 13.063080 -0.3 -0.3 0.2 0.089
C 13.410385 9.447885 15.479387 0.1 -0.1 0.2 -1.061
H 10.628069 12.264757 21.700942 -0.1 0.3 -0.4 0.525
C 11.867374 18.031717 17.185297 -1.2 0.4 0.4 -0.998
C 11.824927 19.577608 19.030244 0.6 -0.1 -0.9 -0.812
H 14.448078 12.240264 27.387491 -0.1 -0.4 0.1 0.318
C 8.983106 14.808836 15.799723 1.0 0.0 -1.2 -0.506
C 12.679053 17.590635 16.018538 -0.1 -0.6 -0.9 1.203
H 23.766176 14.504228 15.014454 -0.2 0.2 0.2 0.469
C 11.458348 12.878691 22.047645 0.2 -0.1 0.2 0.629
H 21.741056 13.336489 14.319168 -0.2 -0.1 0.2 0.161
N 18.858216 13.730035 13.215268 0.0 0.2 -0.8 0.174
H 9.012412 11.193217 17.442080 0.4 -0.3 -0.4 0.613
O 16.610743 17.330784 21.119382 -1.1 0.0 -0.9 -0.349
H 12.130366 8.420093 19.976809 -0.1 0.1 -0.3 0.506
C 16.698070 17.676533 19.725174 -0.1 0.3 0.4 -0.304
H 19.625533 16.413943 15.183388 -0.2 -0.2 0.1 0.363
O 20.135840 9.120352 21.043606 -0.7 -0.2 -0.2 -0.155
H 10.947134 14.336250 20.591932 0.0 0.1 0.1 -0.387
C 10.583958 10.089888 18.529127 0.3 0.3 -1.4 -1.152
H 16.954115 14.348241 12.337427 0.4 0.2 0.3 0.533
H 15.076710 9.836696 16.801489 0.0 0.3 -0.2 0.359
C 9.817383 11.347036 18.172020 -0.7 -0.3 0.4 0.420
O 16.709448 12.979035 21.650199 0.1 -1.2 1.3 -0.603
H 19.263263 13.535788 12.304831 0.2 -0.3 0.1 0.307
H 14.403216 14.218897 13.428268 0.7 -0.1 0.2 -0.440
H 15.914271 12.140416 12.680882 0.3 -0.2 -0.2 0.057
N 11.465747 12.656949 23.502545 0.1 0.4 -0.5 -0.499
N 15.291226 18.642589 17.877687 0.5 1.0 0.9 1.531
H 13.462739 13.464889 9.324138 0.1 0.7 -0.1 0.386
H 15.452876 9.907543 15.042029 0.1 -0.4 0.3 0.491
H 9.526144 15.137140 16.699252 -0.2 -0.2 0.0 -0.022
H 14.393276 13.982785 16.732925 0.2 0.4 -0.3 -0.456
C 21.493339 9.215593 21.360726 0.4 0.2 -0.1 -0.840
H 23.011123 12.417213 15.100436 -0.2 -0.2 0.1 0.428
C 20.450949 11.492449 15.928547 0.6 -0.1 -0.9 -0.724
H 14.135159 9.074849 23.340792 0.2 0.4 0.2 0.480
C 11.332353 14.323677 21.626172 -1.5 -0.5 -0.2 -0.939
H 21.958494 8.313440 21.794301 -0.5 0.0 -0.1 0.307
H 22.157775 17.547304 15.921290 0.0 -0.1 0.1 0.215
H 10.820950 19.958075 18.782458 0.3 -0.1 0.0 0.309
O 9.428115 13.558249 15.305005 -0.2 -0.6 0.7 -0.512
C 14.281113 14.360414 17.746733 -1.0 -0.6 0.5 1.506
H 14.079463 11.861790 16.446107 0.3 0.0 -0.5 -0.642
H 17.105405 19.642523 17.516311 -0.1 0.0 0.1 0.449
H 13.093927 13.656488 19.454199 0.2 0.1 -0.2 -0.982
C 17.833058 17.092755 21.756163 0.4 0.1 -0.8 -0.787
H 11.100581 9.866638 17.599044 -0.1 -0.8 -0.3 0.400
C 12.580027 13.112698 25.662238 0.1 -0.4 1.4 -1.189
H 20.737697 13.415223 16.599789 -0.3 -0.3 0.2 0.196
H 12.216755 16.424457 20.241437 0.1 -0.1 0.2 0.024
O 13.314517 11.885153 25.713497 -0.5 0.2 -0.4 -0.103
H 11.731132 17.058864 13.002896 0.2 -0.2 -0.2 0.283
C 16.311580 12.335762 10.275658 0.1 0.3 -0.7 -0.601
H 15.905849 11.807737 20.106729 0.6 0.2 0.2 -0.288
O 13.166424 12.134802 10.669190 -0.8 -0.1 1.0 -0.479
H 13.528723 8.368747 15.609005 -0.1 0.0 0.2 0.497
C 13.784961 11.457914 26.973634 0.0 0.7 -0.1 -0.849
H 20.130297 10.871419 17.910382 -0.1 -0.2 0.2 0.288
H 14.023336 10.865279 23.254374 -0.4 -0.1 -0.1 0.244
H 13.152921 13.928437 26.136181 0.0 -0.3 0.1 0.435
H 15.776996 19.635087 15.423203 0.3 -0.1 0.1 0.039
H 11.263369 10.726402 20.341973 -0.2 0.1 -0.3 0.100
C 11.215559 12.151748 14.607557 -0.3 -0.9 0.0 0.660
C 19.333833 8.626830 22.090178 1.2 -0.2 1.3 -0.603
H 14.476394 17.983413 13.943889 -0.1 0.0 -0.3 0.080
N 12.723027 18.579460 14.927780 -0.4 -0.1 1.0 -0.329
H 13.609773 17.198046 16.456483 0.5 0.4 -0.6 -0.730
H 19.093036 14.799891 15.757738 0.5 -0.2 -0.1 0.091
C 13.052929 13.485481 10.334141 0.5 0.3 -1.1 -0.618
H 7.903846 13.194976 18.537730 0.0 -0.2 0.1 0.322
N 10.692821 11.502595 13.394683 0.5 0.0 0.6 -0.166
C 12.588525 16.294288 21.274406 -0.2 -0.6 0.3 -0.774
C 19.517246 11.098521 17.041253 0.3 -0.1 0.2 -0.535
H 19.160360 15.886447 12.919603 -0.4 -0.3 -0.3 0.342
C 19.367020 15.042365 13.597466 -0.2 0.5 0.2 -1.592
H 12.930493 10.800066 12.138817 -0.1 0.1 0.1 0.106
H 11.953941 16.873824 21.961093 0.2 0.1 -0.2 0.373
H 19.875376 11.626852 14.985623 0.3 0.2 0.3 0.055
H 14.692704 13.451919 21.373966 0.1 -0.1 -0.1 -0.122
H 13.320878 18.998693 13.045940 0.2 0.1 -0.2 0.536
H 17.173591 10.490933 22.578411 -0.2 0.1 0.4 0.266
H 10.478063 12.142588 17.787623 0.0 -0.2 0.2 -0.615
C 18.983960 15.545073 14.963989 -1.3 0.4 1.0 -0.147
O 22.103395 15.522793 15.746029 0.2 -0.6 0.2 -0.076
H 11.664688 11.673105 23.629309 0.1 0.1 0.3 0.245
C 13.469322 9.724180 20.916752 -0.3 1.2 0.7 0.532
H 11.990678 14.542111 24.271030 0.3 -0.3 -0.3 0.266
H 23.731624 16.769470 15.579916 0.0 0.2 0.0 0.321
O 17.354722 12.038333 11.157094 0.0 0.1 0.1 -0.504
H 14.667881 17.380294 19.240985 -0.4 0.0 0.9 -0.538
H 9.465733 13.787320 19.133387 0.1 -0.1 -0.1 -0.139
C 13.121934 13.572405 18.355337 -0.6 0.1 -0.1 1.429
H 23.049509 16.656619 17.214731 -0.1 0.1 -0.2 0.317
H 9.675244 11.483284 13.366019 0.4 0.2 0.2 0.369
C 13.400742 18.159772 13.732873 0.8 -0.6 -0.2 -0.336
C 14.044883 21.983232 16.854053 -0.6 -0.1 -0.6 -0.701
H 14.930048 15.596161 14.466521 -0.1 0.0 -0.1 -0.351
H 16.971314 13.762802 14.011003 -0.3 0.0 -0.2 -0.258
H 15.166747 14.085073 18.311668 0.3 0.4 0.0 -0.513
C 17.411946 13.606912 13.025474 -0.4 0.7 0.1 -0.157
H 8.271071 13.235573 20.306933 -0.2 0.2 -0.2 0.294
C 12.600730 9.391794 19.748993 0.5 -1.4 -0.7 -1.060
H 11.628428 13.017719 26.193488 -0.1 -0.1 0.1 0.419
C 17.579923 12.354144 16.544818 0.1 -0.5 -0.3 0.370
O 13.215491 12.199651 17.974823 -0.5 -0.2 1.1 0.863
O 17.582244 15.942280 15.044942 0.8 -0.6 -2.5 0.039
N 21.291720 12.610602 16.318239 0.2 1.3 -0.2 -0.249
H 17.421568 12.837185 19.837131 -0.4 -0.3 -0.9 0.241
H 13.133368 9.610194 14.438719 -0.2 0.2 0.1 0.101
H 17.079435 11.401326 16.343733 -0.2 0.1 0.1 0.536
H 11.429655 14.018822 15.644518 0.0 -0.2 0.1 -0.212
N 11.644312 10.425706 19.445774 -0.1 0.8 1.5 -0.249
H 21.975768 9.423728 20.405649 0.3 0.1 0.2 0.236
C 22.793336 16.689577 16.144222 0.3 -0.4 0.0 -0.851
C 12.376197 13.511614 24.253213 0.7 -0.3 -0.6 0.513
C 16.879347 12.172864 20.519176 0.9 0.0 -0.6 0.731
C 14.708860 10.153326 15.807618 0.4 0.2 -0.9 -0.614
H 12.357146 12.577496 21.477388 0.1 -0.5 0.5 -0.487
H 10.896219 11.557660 15.469173 0.1 -0.1 0.0 -0.344
H 12.302850 12.137019 14.595422 0.1 -0.2 -0.1 -0.614
H 18.033816 10.533531 19.824166 0.0 0.1 0.0 0.269
H 12.982299 11.242380 27.698229 0.1 0.1 -0.2 0.315
H 17.709494 8.221690 20.884595 -0.2 -0.3 0.2 0.301
C 11.226678 12.065946 12.172388 -1.2 0.8 -0.4 -0.656
H 10.690788 11.570654 11.363879 0.1 0.1 -0.3 0.295
H 9.224343 15.504295 14.990423 -0.3 0.6 0.2 0.337
H 13.782538 10.770460 20.768038 0.4 -0.1 0.1 -0.468
H 11.695464 17.230973 17.925049 0.1 -0.2 -0.4 -0.046
H 15.018205 15.740206 12.689581 0.1 -0.2 0.1 0.633
H 23.389841 14.109370 16.715495 -0.2 0.6 -0.1 0.356
H 13.708652 21.695698 17.855506 0.2 -0.2 -0.1 0.137
H 15.929650 20.757464 18.211145 -0.2 -0.6 0.6 0.358
H 15.915070 14.575177 20.682505 -0.3 0.1 0.2 -0.266
H 13.636220 14.160815 10.984529 -0.1 -0.3 -0.1 0.041
H 15.525617 11.583114 10.250126 0.0 -0.2 0.3 0.289
H 10.868225 14.201599 14.004846 0.2 -0.1 -0.1 -0.022
H 10.572393 14.804894 22.259055 0.1 0.3 0.0 0.749
H 12.760645 9.842354 24.084252 -0.1 0.4 0.5 0.311
H 14.031696 15.436630 17.773698 0.5 -0.4 0.0 -0.774
C 17.140428 16.353315 16.264728 1.0 0.1 1.9 0.136
H 19.556633 9.169223 23.036868 0.2 -0.3 -0.3 0.343
C 12.823281 16.950743 12.973544 0.1 0.4 0.1 -1.382
C 15.672570 20.396417 16.199575 1.1 -0.2 -0.4 -0.889
H 17.886384 12.748115 15.558746 0.1 0.1 0.5 0.044
```
Positions in Å, forces in eV/Å.

The highest occupied orbital energy is -0.3114 hartree. Its SMILES is COCCNCCOC.COCCNCCOC.COCCNCCOC.COCCNCCOC.COCCNCCOC.COCCNCCOC.COCCNCCOC.COCCNCCOC.CCO.CCO. Its energy relative to the best compared isomer or geometry (same formula, charge and spin) is 0.00 kcal per mole. The value obtained for the orbital gap is 9.027 eV.